Record 1
The following is a DFT calculation (ωB97M-V with the def2-TZVPD basis set) of an isolated molecule of C3H8S2 in a non-equilibrium geometry.

```
13
Properties=species:S:1:pos:R:3:mulliken_charge:R:1
C 2.89 0.57 1.33 -1.206
C 1.40 0.63 1.36 -0.462
C 0.79 -0.11 0.14 -0.672
S -0.95 0.37 0.02 -0.050
S -1.77 -0.96 -1.31 -0.223
H 3.34 1.06 0.47 0.320
H 3.43 1.05 2.15 0.342
H 3.24 -0.47 1.35 0.303
H 0.95 1.63 1.32 0.365
H 0.93 0.13 2.22 0.309
H 0.98 -1.18 0.22 0.418
H 1.25 0.27 -0.77 0.427
H -0.95 -0.87 -2.32 0.128
```

SMILES string: CCCSS
E_HOMO in Ha: -0.314
Energy above the lowest of the compared OMol25 structures with the same formula, charge and spin in kcal/mol: 7.40
Orbital gap in eV: 9.21

---

Record 2
The following is a DFT calculation (ωB97M-V with the def2-TZVPD basis set) of a cluster of 18 separate species, C4H34BO25 in total in a non-equilibrium geometry.

```
64
Properties=species:S:1:pos:R:3:mulliken_charge:R:1
O -1.46 3.54 0.86 -0.825
C -1.29 2.36 0.46 0.618
O -0.62 1.34 0.90 -0.092
B -0.59 0.17 0.05 1.191
O -1.53 0.58 -1.04 -0.604
C -1.87 1.83 -0.85 0.545
O -2.65 2.44 -1.58 -0.693
O -1.03 -1.07 0.69 -0.573
C -0.08 -2.03 0.42 0.425
O -0.22 -3.24 0.77 -0.604
C 1.11 -1.40 -0.34 0.406
O 0.76 -0.14 -0.54 -0.242
O 2.08 -2.07 -0.76 -0.594
O 5.06 -1.61 -1.08 -0.710
H 5.76 -1.36 -1.67 0.280
H 4.48 -2.16 -1.61 0.337
O -5.22 1.07 -0.97 -0.584
H -4.72 1.87 -0.90 0.269
H -5.36 0.95 -1.91 0.299
O 3.68 -2.76 -3.19 -0.610
H 3.85 -2.84 -4.13 0.272
H 2.74 -2.60 -3.12 0.295
O -3.43 -1.63 -0.41 -0.757
H -2.54 -1.34 -0.22 0.470
H -3.95 -1.31 0.32 0.287
O 3.84 0.60 -1.81 -0.652
H 3.57 0.24 -2.65 0.267
H 4.20 -0.14 -1.33 0.516
O 2.46 2.99 -0.46 -0.693
H 2.67 2.13 -0.81 0.300
H 1.70 3.28 -0.98 0.306
O -5.36 4.42 -2.06 -0.619
H -6.23 4.38 -1.65 0.306
H -4.75 4.46 -1.32 0.311
O 4.08 -1.28 1.59 -0.669
H 3.65 -2.10 1.81 0.291
H 4.32 -1.37 0.67 0.367
O 0.10 5.88 0.14 -0.674
H 1.04 5.73 0.02 0.315
H -0.27 5.00 0.24 0.376
O -0.87 -0.17 -4.38 -0.606
H -1.46 -0.56 -3.74 0.331
H -0.82 -0.81 -5.10 0.279
O -2.41 -4.36 -1.46 -0.644
H -1.55 -4.76 -1.33 0.318
H -2.57 -3.86 -0.66 0.322
O 2.40 1.42 1.74 -0.640
H 2.54 2.01 0.99 0.480
H 2.76 0.58 1.45 0.230
O -1.48 -4.46 3.98 -0.617
H -2.36 -4.67 4.30 0.301
H -1.56 -4.49 3.03 0.316
O -2.89 -0.55 3.60 -0.676
H -2.07 -0.16 3.29 0.352
H -2.91 -1.42 3.19 0.303
O -0.59 4.02 3.93 -0.676
H -0.80 4.56 3.17 0.323
H 0.31 4.27 4.16 0.316
O -0.04 1.26 3.68 -0.654
H 0.48 1.29 2.88 0.284
H -0.34 2.16 3.80 0.388
O 2.51 -4.93 -0.92 -0.635
H 3.24 -5.19 -0.35 0.292
H 2.50 -3.97 -0.86 0.458
```

E_HOMO in Ha: -0.288
Energy above the lowest of the compared OMol25 structures with the same formula, charge and spin in kcal/mol: 54.44
Charge: -1
Orbital gap in eV: 9.41

---

Record 3
The following is a DFT calculation (ωB97M-V with the def2-TZVPD basis set) of a cluster of 2 separate species, C5H5NS2 in total in a non-equilibrium geometry.

```
13
Properties=species:S:1:pos:R:3:mulliken_charge:R:1
C 0.32 1.06 2.27 -0.277
C 1.10 1.08 1.00 -0.320
C 0.60 0.16 0.09 -0.146
C -0.36 -1.47 -1.71 -0.556
C -1.30 -0.44 -2.21 0.399
H 0.56 1.76 3.09 0.284
H 2.02 1.50 0.86 0.426
H -0.39 -0.01 0.25 0.258
H -0.67 -1.81 -0.31 0.300
H -0.16 -2.57 -2.41 0.356
N -1.99 0.64 -2.40 -0.432
S -0.96 0.46 2.97 -0.294
S 1.25 -0.35 -1.49 0.002
```

E_HOMO in Ha: -0.310
Energy above the lowest of the compared OMol25 structures with the same formula, charge and spin in kcal/mol: 135.27
Orbital gap in eV: 7.48

---

Record 4
The following is a DFT calculation (ωB97M-V with the def2-TZVPD basis set) of a cluster of 7 separate species, C18H52N2O7 in total in a non-equilibrium geometry.

```
79
Properties=species:S:1:pos:R:3:mulliken_charge:R:1
C -0.98 1.09 1.26 -0.728
O -1.25 -0.25 1.61 -0.313
C -2.58 -0.71 1.25 -0.682
C -2.81 -2.22 1.56 0.369
C -4.21 -2.74 1.09 -1.231
N -2.68 -2.47 3.00 -0.732
H -1.66 1.80 1.74 0.314
H -0.90 1.21 0.18 0.282
H -0.02 1.33 1.70 0.259
H -3.32 -0.08 1.73 0.349
H -2.78 -0.61 0.19 0.341
H -2.04 -2.81 1.05 0.257
H -4.39 -2.30 0.11 0.329
H -4.98 -2.30 1.73 0.292
H -4.48 -3.79 1.01 0.324
H -3.42 -1.96 3.46 0.277
H -1.93 -1.91 3.39 0.292
C 5.71 6.74 -6.52 -0.838
O 6.15 5.43 -6.22 -0.294
C 5.57 4.91 -5.01 -0.838
C 6.10 3.53 -4.79 0.615
C 5.44 2.87 -3.66 -1.441
N 7.58 3.60 -4.50 -0.784
H 4.67 6.85 -6.85 0.320
H 6.28 7.12 -7.37 0.294
H 5.80 7.55 -5.80 0.325
H 5.74 5.53 -4.12 0.367
H 4.48 4.90 -5.04 0.389
H 6.07 3.00 -5.75 0.268
H 5.47 3.36 -2.69 0.341
H 5.84 1.86 -3.75 0.370
H 4.40 2.59 -3.83 0.394
H 7.87 2.64 -4.45 0.240
H 7.99 4.01 -5.32 0.272
C 1.39 -5.06 -3.62 -0.924
C 1.94 -4.73 -2.25 -0.215
O 3.30 -5.06 -2.36 -0.534
H 1.74 -4.39 -4.40 0.252
H 0.30 -4.99 -3.52 0.311
H 1.65 -6.07 -3.94 0.305
H 1.54 -5.41 -1.49 0.232
H 1.74 -3.69 -1.98 0.270
H 3.41 -6.01 -2.35 0.304
C 1.33 8.22 0.61 -1.003
C 0.56 9.58 0.90 -0.152
O -0.46 9.39 1.92 -0.531
H 0.68 7.37 0.44 0.289
H 1.77 8.02 1.59 0.272
H 2.08 8.24 -0.18 0.319
H 0.07 9.91 -0.02 0.248
H 1.37 10.23 1.22 0.259
H -0.61 10.17 2.45 0.299
C 2.49 -7.49 3.89 -0.985
C 3.95 -7.06 4.04 -0.213
O 4.83 -8.12 3.85 -0.522
H 2.27 -7.78 2.86 0.264
H 1.87 -6.62 4.11 0.324
H 2.27 -8.34 4.53 0.283
H 4.07 -6.72 5.06 0.249
H 4.25 -6.20 3.44 0.293
H 5.67 -7.87 4.25 0.308
C -6.18 -6.01 9.02 -1.210
C -5.15 -5.02 9.48 -0.031
O -5.64 -4.36 10.61 -0.515
H -6.29 -6.80 9.76 0.353
H -5.89 -6.44 8.06 0.313
H -7.22 -5.70 8.92 0.370
H -4.85 -4.33 8.70 0.220
H -4.24 -5.47 9.89 0.202
H -6.56 -4.62 10.73 0.298
C -5.81 2.43 -4.39 -0.977
C -7.22 2.35 -4.99 -0.204
O -7.28 1.87 -6.28 -0.518
H -5.76 2.98 -3.45 0.326
H -5.22 3.04 -5.08 0.272
H -5.41 1.42 -4.30 0.264
H -7.67 3.34 -5.07 0.299
H -7.81 1.70 -4.35 0.215
H -8.02 2.30 -6.72 0.323
```

SMILES string: COC[C@H](C)N.COC[C@H](C)N.CCO.CCO.CCO.CCO.CCO
E_HOMO in Ha: -0.343
Energy above the lowest of the compared OMol25 structures with the same formula, charge and spin in kcal/mol: 55.45
Orbital gap in eV: 9.92

---

Record 5
The following is a DFT calculation (ωB97M-V with the def2-TZVPD basis set) of a structure of composition C19H21NO4 in a non-equilibrium geometry.

```
45
Properties=species:S:1:pos:R:3:mulliken_charge:R:1
C 3.95 1.69 0.08 -0.987
C 3.96 1.31 -1.48 -0.440
H 4.22 2.16 -1.96 0.506
H 4.75 0.47 -1.65 0.306
O 2.88 0.86 -2.14 -0.393
C 2.42 -0.17 -1.74 0.621
O 3.04 -0.90 -1.13 -0.541
C 0.95 -0.51 -2.23 -1.449
H 0.89 0.02 -3.16 0.503
H 0.70 -1.46 -2.40 0.821
C -0.08 0.24 -1.02 0.528
N 0.32 -0.36 0.22 0.266
C 0.82 0.48 0.90 0.600
O 0.71 1.79 1.06 -0.797
C 1.24 -0.29 2.27 0.536
C 2.03 -1.20 2.23 0.247
C 2.46 -1.88 3.20 -0.999
C 2.17 -1.34 4.58 -0.202
C 1.24 -0.35 4.73 -0.437
C 0.93 0.48 3.63 -1.161
H 0.42 1.20 3.62 0.886
H 1.19 0.29 5.83 0.189
H 2.41 -1.89 5.60 0.232
H 3.03 -2.69 3.37 0.569
H 2.19 -1.99 1.35 -0.051
H 0.20 -1.26 0.21 0.084
C -1.43 0.06 -1.70 -0.173
C -2.08 -0.68 -2.55 0.069
C -3.25 -0.67 -2.86 -1.439
C -4.28 -0.22 -2.00 1.198
C -3.85 0.29 -0.74 -1.303
C -2.39 0.40 -0.65 -0.256
H -2.14 1.05 0.28 0.109
H -4.40 0.75 -0.19 0.757
O -5.51 -0.50 -2.30 -0.494
C -6.68 -0.05 -1.21 -1.286
H -6.52 0.87 -1.30 0.621
H -6.49 -0.25 -0.33 0.516
H -7.51 -0.32 -1.76 0.307
H -3.66 -1.21 -3.58 0.568
H -1.34 -0.83 -3.49 0.091
H 0.23 1.56 -1.01 0.405
H 5.04 2.08 0.44 0.333
H 3.30 2.36 0.19 0.413
H 3.89 0.61 0.74 0.129
```

E_HOMO in Ha: -0.302
Energy above the lowest of the compared OMol25 structures with the same formula, charge and spin in kcal/mol: 464.79
Orbital gap in eV: 8.82

---

Record 6
The following is a DFT calculation (ωB97M-V with the def2-TZVPD basis set) of a structure of composition C23H31N2O4ReS.

```
62
Properties=species:S:1:pos:R:3:mulliken_charge:R:1
Re 1.58 1.99 -0.74 1.862
C 0.83 3.55 3.84 -1.624
C 0.41 2.65 2.67 0.788
C -1.10 2.68 2.50 -1.379
C 1.19 3.08 1.44 0.749
C 2.53 2.77 1.32 -0.342
C 3.27 3.10 0.14 -0.553
C 2.72 4.07 -0.79 0.332
C 3.56 4.56 -1.93 -1.484
C 1.39 4.42 -0.66 -0.558
C 0.59 3.76 0.32 -0.968
H 0.30 3.25 4.75 0.429
H 0.58 4.59 3.64 0.396
H 1.90 3.49 4.04 0.378
H 0.72 1.63 2.90 0.264
H -1.47 3.70 2.37 0.392
H -1.57 2.27 3.39 0.477
H -1.43 2.09 1.64 0.054
H 3.02 2.18 2.09 0.465
H 4.30 2.80 0.06 0.615
H 3.56 3.82 -2.74 0.264
H 4.59 4.73 -1.61 0.392
H 3.16 5.49 -2.32 0.417
H 0.92 5.09 -1.36 0.420
H -0.48 3.95 0.33 0.419
O 1.98 1.76 -2.39 -0.679
C -2.71 2.02 -1.08 -0.920
N -2.47 0.68 -0.56 0.239
C -3.66 -0.08 -0.20 -0.575
C -3.34 -1.56 -0.13 -0.608
C -2.13 -1.76 0.76 -0.728
N -1.02 -0.93 0.28 0.196
C 0.35 -1.42 0.46 -1.012
C -1.22 0.28 -0.25 0.412
O -0.28 1.09 -0.49 -1.157
H -3.52 1.97 -1.80 0.458
H -1.82 2.39 -1.58 0.218
H -2.99 2.71 -0.28 0.273
H -4.43 0.11 -0.95 0.416
H -4.05 0.27 0.76 0.238
H -3.12 -1.93 -1.13 0.160
H -4.19 -2.12 0.26 0.420
H -1.81 -2.80 0.73 0.506
H -2.35 -1.50 1.80 0.307
H 0.27 -2.33 1.05 0.674
H 0.95 -0.69 0.99 0.338
H 2.12 0.51 -0.28 -0.193
O -1.22 -8.17 -1.37 -0.460
C 0.01 -7.71 -1.67 0.574
O 0.87 -8.46 -2.04 -0.511
C 0.24 -6.24 -1.51 0.590
C 1.53 -5.82 -1.21 -0.832
C 1.81 -4.47 -1.07 -0.496
C 0.81 -3.52 -1.26 0.033
S 1.18 -1.79 -1.12 -0.096
C -0.48 -3.95 -1.60 -0.477
C -0.76 -5.30 -1.70 -0.787
H -1.76 -7.47 -0.98 0.312
H 2.31 -6.56 -1.10 0.448
H 2.81 -4.14 -0.82 0.473
H -1.24 -3.21 -1.81 0.584
H -1.76 -5.61 -2.00 0.457
```

E_HOMO (spin up / spin down) in Ha: -0.378 / -0.420
Energy above the lowest of the compared OMol25 structures with the same formula, charge and spin in kcal/mol: 34.66
Charge: +1
Orbital gap (spin up / spin down) in eV: 6.83 / 7.84
Multiplicity: 2

---

Record 7
The following is a DFT calculation (ωB97M-V with the def2-TZVPD basis set) of an isolated molecule of C4H2F2.

```
8
Properties=species:S:1:pos:R:3:mulliken_charge:R:1
C 0.16 0.26 -2.13 0.519
C -0.15 0.20 -0.97 -0.485
C -0.55 0.17 0.40 -0.883
C 0.24 -0.30 1.36 0.548
F -0.10 -0.36 2.63 -0.221
F 1.46 -0.76 1.17 -0.194
H 0.46 0.27 -3.14 0.412
H -1.53 0.53 0.68 0.303
```

SMILES string: C#CC=C(F)F
E_HOMO in Ha: -0.344
Energy above the lowest of the compared OMol25 structures with the same formula, charge and spin in kcal/mol: 0.00
Orbital gap in eV: 10.25

---

Record 8
The following is a DFT calculation (ωB97M-V with the def2-TZVPD basis set) of an isolated molecule of ClHNO2P in a non-equilibrium geometry.

```
6
Properties=species:S:1:pos:R:3:mulliken_charge:R:1
O -0.91 -1.46 -0.36 -0.446
N 0.05 -0.86 0.09 0.747
O 1.28 -1.29 0.05 -0.499
P 0.15 0.79 0.73 0.218
Cl -1.48 1.50 -0.18 -0.157
H 0.91 1.33 -0.33 0.138
```

SMILES string: O=[N+]([O-])PCl
E_HOMO in Ha: -0.395
Energy above the lowest of the compared OMol25 structures with the same formula, charge and spin in kcal/mol: 21.80
Orbital gap in eV: 9.83

---

Record 9
The following is a DFT calculation (ωB97M-V with the def2-TZVPD basis set) of a cluster of 13 separate species, C56H103N13O4 in total in a non-equilibrium geometry.

```
176
Properties=species:S:1:pos:R:3:mulliken_charge:R:1
C 4.59 -1.54 1.59 0.037
C 4.82 -2.21 2.94 -0.569
C 4.03 -1.67 4.17 -0.416
C 2.56 -1.64 4.09 0.082
N 1.42 -1.61 4.06 -0.506
H 5.02 -2.11 0.77 0.560
H 5.03 -0.55 1.59 0.168
H 3.51 -1.41 1.61 -0.644
H 5.89 -2.09 3.13 0.504
H 4.66 -3.29 2.84 -0.075
H 4.42 -0.69 4.43 0.353
H 4.37 -2.33 4.96 0.588
C -5.44 2.48 -2.64 -1.963
C -4.37 1.43 -2.77 0.137
C -4.82 -0.01 -2.69 2.276
C -5.38 -0.56 -3.92 -0.064
N -5.76 -1.03 -4.89 -0.645
H -6.11 2.18 -1.83 0.409
H -5.96 2.61 -3.59 0.432
H -5.08 3.49 -2.40 0.377
H -3.67 1.70 -1.97 -0.233
H -3.83 1.54 -3.71 0.382
H -5.54 -0.14 -1.88 0.271
H -4.02 -0.69 -2.38 -1.394
C 1.11 -1.61 0.10 -0.678
C 0.89 -0.60 -1.03 0.787
C -0.61 -0.29 -1.32 2.590
C -1.12 0.67 -0.34 -1.374
N -1.58 1.37 0.41 0.555
H 2.12 -2.02 0.00 -0.036
H 0.31 -2.35 0.07 0.297
H 1.07 -1.01 1.01 0.213
H 1.30 -0.98 -1.96 -0.718
H 1.40 0.36 -0.93 0.160
H -1.28 -1.14 -1.44 -1.103
H -0.62 0.23 -2.28 -0.536
C -1.49 1.50 3.93 1.092
C -2.43 1.47 5.14 -1.004
C -3.24 2.80 5.46 -0.463
C -3.87 3.42 4.25 0.355
N -4.36 3.91 3.30 -0.552
H -2.04 1.42 2.99 -0.446
H -0.74 0.71 3.97 0.320
H -1.00 2.47 3.85 -0.701
H -1.89 1.25 6.06 0.456
H -3.05 0.57 5.12 0.329
H -2.53 3.51 5.88 0.275
H -4.05 2.64 6.18 0.409
C 2.12 -4.85 2.09 -0.597
C 3.01 -6.05 2.53 -0.417
C 2.85 -6.44 4.01 -0.682
C 3.04 -5.33 4.94 0.373
N 3.21 -4.49 5.74 -0.481
H 1.11 -5.04 2.47 0.365
H 1.95 -4.83 1.01 0.200
H 2.48 -3.84 2.23 -0.074
H 4.06 -5.80 2.39 0.281
H 2.71 -6.88 1.89 0.318
H 3.41 -7.36 4.18 0.392
H 1.83 -6.79 4.16 0.302
C -1.22 4.18 1.68 -0.131
C -0.94 5.29 2.68 -0.432
C 0.29 6.08 2.35 0.461
C 0.36 6.71 1.01 0.012
N 0.40 7.19 -0.04 -0.530
H -1.18 4.58 0.67 0.274
H -2.19 3.69 1.78 -0.212
H -0.46 3.40 1.74 0.051
H -0.78 4.90 3.69 -0.014
H -1.73 6.03 2.54 0.351
H 1.17 5.45 2.52 -0.153
H 0.21 6.92 3.04 0.275
C 0.56 3.54 -2.86 -0.914
C -0.95 3.71 -2.72 0.406
C -1.76 3.56 -3.99 -0.606
C -1.63 2.27 -4.67 0.197
N -1.56 1.26 -5.20 -0.528
H 0.95 4.11 -3.70 0.428
H 0.80 2.50 -3.09 -0.111
H 1.06 3.81 -1.93 0.406
H -1.16 4.72 -2.35 0.475
H -1.43 3.01 -2.03 -0.494
H -1.47 4.37 -4.66 0.534
H -2.79 3.78 -3.70 0.272
C 3.15 -4.16 -2.88 -0.307
C 4.20 -5.18 -3.20 -0.758
C 3.71 -6.68 -3.24 -0.572
C 3.41 -7.26 -1.93 0.363
N 3.19 -7.70 -0.87 -0.485
H 3.18 -3.93 -1.82 0.132
H 2.18 -4.53 -3.21 0.066
H 3.48 -3.22 -3.33 0.199
H 4.99 -5.09 -2.45 0.355
H 4.64 -4.92 -4.17 0.359
H 4.56 -7.23 -3.63 0.322
H 2.83 -6.79 -3.88 0.307
C 1.09 -0.60 -4.72 0.410
C 1.85 -0.63 -6.00 -0.981
C 1.42 0.43 -7.07 -0.549
C 1.66 1.75 -6.66 0.351
N 1.83 2.87 -6.33 -0.578
H 0.00 -0.66 -4.79 0.262
H 1.18 0.23 -4.03 -0.132
H 1.39 -1.46 -4.12 -0.280
H 1.72 -1.65 -6.35 0.414
H 2.91 -0.53 -5.77 0.313
H 0.34 0.37 -7.22 0.321
H 1.88 0.35 -8.05 0.414
C 2.44 7.46 5.91 -0.829
O 2.08 6.19 5.46 -0.138
C 2.52 5.13 6.30 -1.025
C 2.06 3.79 5.69 0.056
N 2.85 3.39 4.63 -0.415
C 2.37 2.14 3.99 -0.295
C 3.30 1.67 2.89 0.229
O 3.27 2.61 1.87 -0.374
C 3.90 2.15 0.67 -0.502
H 2.14 7.62 6.95 0.339
H 1.87 8.11 5.26 0.205
H 3.49 7.76 5.88 0.317
H 2.00 5.16 7.26 0.465
H 3.60 5.21 6.44 0.377
H 1.07 4.06 5.30 -0.145
H 1.91 3.06 6.47 0.513
H 2.84 4.10 3.92 0.338
H 1.34 2.10 3.62 -0.360
H 2.39 1.31 4.69 0.542
H 2.99 0.69 2.54 -0.367
H 4.34 1.54 3.18 0.270
H 4.94 1.88 0.86 0.401
H 3.95 2.93 -0.09 0.401
H 3.38 1.30 0.23 0.019
C -8.58 -3.72 -3.34 -0.724
O -7.96 -3.58 -2.07 -0.350
C -6.67 -4.23 -1.94 -0.665
C -5.96 -3.88 -0.58 -0.924
N -5.28 -2.55 -0.60 -0.226
C -4.74 -2.24 0.73 -1.439
C -4.21 -0.80 0.84 0.497
O -5.28 0.11 0.75 -0.487
C -4.86 1.41 1.17 -0.510
H -7.88 -3.39 -4.11 0.311
H -9.41 -3.02 -3.41 0.250
H -8.89 -4.75 -3.53 0.287
H -5.99 -3.96 -2.75 0.319
H -6.83 -5.31 -1.97 0.496
H -5.27 -4.69 -0.34 0.467
H -6.72 -3.90 0.20 0.537
H -5.98 -1.84 -0.75 0.202
H -3.94 -2.90 1.06 0.426
H -5.54 -2.27 1.46 0.576
H -3.57 -0.61 -0.03 -0.462
H -3.75 -0.70 1.82 0.593
H -5.69 2.12 1.25 0.412
H -4.14 1.78 0.44 -0.095
H -4.49 1.38 2.20 0.274
N 6.33 1.62 -1.95 0.145
C 5.66 0.46 -1.76 -1.483
C 4.56 0.53 -2.56 0.459
C 4.50 1.80 -3.20 -0.543
C 5.62 2.47 -2.72 -0.957
H 7.21 1.85 -1.50 0.211
H 6.02 -0.35 -1.14 0.442
H 3.91 -0.33 -2.64 0.705
H 3.76 2.11 -3.93 0.588
H 6.06 3.42 -2.95 0.435
N -2.90 -3.10 -2.27 0.654
C -2.08 -4.01 -1.66 -0.580
C -0.95 -4.14 -2.44 -0.687
C -1.07 -3.34 -3.57 -0.286
C -2.26 -2.68 -3.43 -0.821
H -3.79 -2.82 -1.89 -0.088
H -2.44 -4.54 -0.80 0.405
H -0.14 -4.83 -2.25 0.481
H -0.33 -3.28 -4.35 0.633
H -2.78 -1.96 -4.04 0.260
```

E_HOMO in Ha: -0.306
Orbital gap in eV: 8.59

---

no.,E_tot (eV)
1,-24911.076
2,-56572.845
3,-28420.109
4,-36817.089
5,-29705.150
6,-48483.867
7,-9612.714
8,-27409.469
9,-87297.889